42
Properties=species:S:1:pos:R:3 method="wB97M-V/def2-TZVPD" e_tot_ha=-3921.34082 multiplicity=6 orbital_gap_ev="5.3 / 5.3" e_lumo_ev="-1.61 / -1.58" max_force_ev_per_a=3.4 homo_energy_ha="-0.254 / -0.254" s2=8.757
Sm 6.85421 16.35369 6.37704
O 7.09866 22.65991 4.89060
C 7.01457 21.30883 5.15760
C 5.80027 20.59912 5.24012
C 5.83096 19.23095 5.43442
N 6.95501 18.56169 5.61782
C 8.09195 19.22551 5.50207
C 8.21647 20.62478 5.35506
C 9.27910 18.25848 5.59512
O 10.41116 18.70377 5.45371
O 8.88562 17.00107 5.87998
C 4.61641 18.32924 5.46339
O 3.52273 18.80324 5.27084
O 4.89265 17.03319 5.63277
H 6.23856 23.02903 4.64509
H 4.84958 21.12602 5.13599
H 9.21181 21.05304 5.35900
Cl 6.51353 15.44996 9.03863
Si 8.20125 16.49495 10.12658
Cl 8.48496 16.31136 12.17532
Cl 7.39875 18.31441 9.40209
S 7.05305 10.37937 7.38155
C 7.04750 11.88876 6.45184
C 5.88415 12.33767 5.79225
C 5.89933 13.59188 5.18815
N 7.02914 14.33352 5.09412
C 8.21303 13.77550 5.48759
C 8.22939 12.59842 6.27600
C 7.08583 9.12272 6.12671
C 8.27317 8.51693 5.70742
C 8.25807 7.59621 4.67572
N 7.16097 7.28158 3.98940
C 6.03640 7.84672 4.39154
C 5.93469 8.76671 5.46540
H 4.97272 11.76390 5.79014
H 4.99041 14.00620 4.76584
H 9.16016 14.24600 5.19816
H 9.15334 12.23140 6.67862
H 9.21324 8.79655 6.16737
H 9.15862 7.04315 4.35753
H 5.08053 7.55949 3.90825
H 4.97794 9.17562 5.72408